# 1
{
  "formula": "C23H27AsClIO2PPb",
  "method": "ωB97M-V with the def2-TZVPD basis set",
  "species": ["C", "I", "H", "H", "H", "Pb", "P", "C", "C", "H", "H", "H", "C", "H", "H", "H", "H", "H", "H", "C", "O", "Cl", "O", "As", "C", "C", "C", "C", "C", "C", "C", "C", "C", "C", "C", "C", "C", "C", "C", "C", "C", "C", "H", "H", "H", "H", "H", "H", "H", "H", "H", "H", "H", "H", "H", "H", "H"],
  "positions_angstrom": [[3.682, 1.681, 2.022], [1.730, 2.664, 2.175], [3.735, 1.058, 1.127], [3.853, 1.117, 2.949], [4.426, 2.484, 1.940], [1.394, -0.277, 0.587], [-0.133, 1.920, -0.969], [-1.075, 3.423, -0.478], [1.265, 2.750, -1.813], [-0.715, 0.545, -2.860], [-1.219, 2.267, -3.104], [-2.186, 1.181, -2.036], [-1.177, 1.425, -2.396], [1.810, 1.998, -2.398], [0.857, 3.542, -2.458], [-1.117, 4.102, -1.344], [-0.563, 3.906, 0.366], [1.935, 3.181, -1.055], [-2.093, 3.132, -0.178], [-1.039, 1.081, 1.432], [-1.771, 1.392, 2.254], [1.967, -0.661, -1.876], [-0.401, -1.682, 0.432], [-1.069, -3.249, 0.640], [-1.661, -3.396, 2.485], [-1.157, -4.405, 3.319], [-1.570, -4.477, 4.658], [-2.481, -3.547, 5.169], [-2.992, -2.555, 4.328], [-2.569, -2.464, 2.998], [-2.549, -3.431, -0.576], [-2.351, -4.116, -1.783], [-3.455, -4.419, -2.590], [-4.743, -4.037, -2.195], [-4.921, -3.311, -1.009], [-3.823, -2.999, -0.199], [0.238, -4.579, 0.098], [1.357, -4.255, -0.681], [2.304, -5.245, -0.973], [2.137, -6.549, -0.506], [0.979, -6.888, 0.201], [0.015, -5.909, 0.479], [-0.428, -5.123, 2.939], [-1.158, -5.247, 5.315], [-2.765, -3.581, 6.224], [-3.702, -1.831, 4.722], [-2.927, -1.647, 2.372], [-1.350, -4.409, -2.100], [-3.311, -4.926, -3.547], [-5.602, -4.268, -2.833], [-5.918, -2.964, -0.735], [-3.972, -2.424, 0.708], [1.503, -3.237, -1.053], [3.190, -4.997, -1.557], [2.905, -7.305, -0.687], [0.828, -7.909, 0.550], [-0.902, -6.195, 1.005]],
  "forces_ev_per_angstrom": [[0.3, 0.5, 0.4], [0.9, -0.2, 0.0], [-0.1, 0.1, 0.1], [-0.3, 0.2, -0.4], [-0.4, -0.2, 0.0], [0.2, -1.4, -0.3], [-0.8, 3.2, -3.1], [-0.1, -0.6, 1.3], [1.0, -0.8, 0.5], [-0.3, 0.2, -0.1], [0.2, -0.1, 0.4], [0.3, 0.1, -0.2], [0.0, -1.4, 0.6], [-0.1, 0.3, 0.1], [-0.1, -0.3, 0.3], [0.1, -0.4, 0.2], [-0.3, 0.1, -0.3], [-0.1, 0.0, -0.3], [0.3, 0.3, -0.1], [-2.3, 0.6, 2.4], [1.7, -0.8, -2.0], [-0.3, 0.3, 0.6], [-0.6, -0.6, -0.1], [2.1, 0.6, 1.0], [0.0, -0.4, 0.0], [0.0, -0.1, 0.1], [0.1, 0.2, -0.2], [0.2, -0.1, -0.3], [0.2, 0.1, -0.2], [-0.2, 0.1, 0.2], [-0.6, 0.4, 0.9], [-1.0, -1.0, -2.2], [1.6, -0.1, 0.0], [0.1, -0.6, -1.2], [0.4, 1.3, 2.1], [-1.4, 0.0, -0.6], [-0.4, -0.3, -0.1], [0.1, 0.2, 0.1], [-0.2, 0.2, 0.1], [-0.3, 0.0, 0.2], [-0.1, 0.3, 0.0], [0.1, -0.4, 0.1], [-0.2, 0.2, 0.2], [-0.1, 0.2, -0.3], [0.0, 0.0, -0.4], [0.2, -0.1, -0.1], [0.0, -0.1, 0.2], [-0.2, 0.0, 0.1], [0.0, 0.1, 0.4], [0.3, 0.1, 0.2], [0.3, -0.2, 0.0], [0.0, -0.2, -0.1], [0.0, -0.3, 0.1], [-0.3, 0.0, 0.1], [-0.3, 0.3, 0.0], [0.0, 0.3, -0.1], [0.4, 0.1, -0.1]],
  "charge": 3,
  "homo_ev": [-17.08, -17.10],
  "e_lumo_ha": [-0.488, -0.452],
  "orbital_gap_ev": [3.8, 4.8],
  "energy_ev": -124352.486
}


# 2
{
  "formula": "C4H3N3O",
  "method": "ωB97M-V with the def2-TZVPD basis set",
  "species": ["O", "C", "C", "N", "N", "C", "C", "N", "H", "H", "H"],
  "positions_angstrom": [[-0.282, 1.219, 1.708], [0.372, 0.338, 0.983], [0.261, -1.148, 1.010], [-0.305, -1.720, 0.002], [-1.132, -0.644, -0.792], [-0.763, 0.392, -1.380], [0.750, 0.745, -1.340], [1.162, 0.659, -0.229], [0.496, -1.654, 1.815], [-1.721, 1.163, -1.897], [1.687, 0.708, -2.080]],
  "forces_ev_per_angstrom": [[4.0, -4.9, -3.5], [-2.7, 5.3, 0.5], [-1.9, 2.5, -4.1], [-1.0, 3.0, -0.6], [-0.2, -2.5, 1.2], [-1.0, 2.4, -2.7], [-1.0, -0.8, -5.8], [1.9, -0.3, 9.5], [1.6, -2.9, 3.8], [3.2, -2.5, 1.5], [-2.9, 0.6, 0.3]],
  "homo_ev": -9.77,
  "e_lumo_ha": -0.013,
  "orbital_gap_ev": 9.4,
  "smiles": "O=c1cnnccn1",
  "energy_ev": -10708.238
}


# 3
{
  "formula": "C8H14NO2S",
  "method": "ωB97M-V with the def2-TZVPD basis set",
  "species": ["C", "C", "C", "C", "C", "C", "C", "C", "N", "O", "O", "S", "H", "H", "H", "H", "H", "H", "H", "H", "H", "H", "H", "H", "H", "H"],
  "positions_angstrom": [[1.204, -0.311, 1.147], [0.162, -0.200, 0.179], [-1.664, -3.398, 2.768], [-1.287, -2.390, 2.024], [-0.987, -2.633, 0.669], [0.634, 2.810, -3.148], [0.991, 2.858, -1.589], [-0.156, 1.095, -0.495], [1.455, -1.496, 1.763], [-1.063, 0.872, -1.596], [1.089, 1.591, -0.913], [-0.762, -1.478, -0.596], [1.517, 0.639, 1.447], [-1.884, -3.068, 3.807], [-1.621, -4.399, 2.403], [-1.384, -1.402, 2.433], [-1.163, -3.591, 0.458], [1.437, 2.452, -3.720], [-0.220, 2.206, -3.267], [0.471, 3.816, -3.627], [0.285, 3.630, -1.158], [1.962, 3.411, -1.537], [-0.601, 1.824, 0.219], [1.275, -2.414, 1.327], [2.224, -1.654, 2.380], [-1.913, 1.229, -1.377]],
  "forces_ev_per_angstrom": [[-4.2, -2.5, -2.3], [0.7, -0.9, 1.1], [0.0, 0.0, 2.5], [0.6, 1.9, -0.9], [-0.1, 5.0, -1.0], [0.3, 1.4, 1.6], [0.2, 2.5, -1.9], [0.3, 1.1, 0.0], [0.7, -0.4, -0.2], [1.4, -0.4, 0.7], [-0.9, 0.9, -0.8], [1.0, -1.9, 2.1], [1.4, 0.9, 0.8], [-0.3, -1.2, -0.7], [-0.2, -0.7, 0.3], [0.4, 0.5, -0.1], [-0.6, -3.7, -1.8], [1.2, -1.0, -0.6], [-1.0, -0.6, -0.5], [-0.1, -0.7, 1.1], [0.3, -1.4, 0.3], [-0.5, -1.0, 0.4], [0.0, -0.3, -0.5], [-0.4, 1.2, -0.1], [0.6, 0.8, 0.4], [-0.7, 0.4, 0.1]],
  "charge": 1,
  "homo_ev": [-12.31, -12.30],
  "e_lumo_ha": [-0.215, -0.215],
  "orbital_gap_ev": [6.5, 6.5],
  "energy_ev": -24932.981
}